{"formula": "FH16O8Sn", "method": "the ωB97M-V functional and the def2-TZVPD basis", "species": ["Sn", "F", "O", "H", "H", "O", "H", "H", "O", "H", "H", "O", "H", "H", "O", "H", "H", "O", "H", "H", "O", "H", "H", "O", "H", "H"], "xyz": [[-11.56, -8.29, -1.84], [-10.46, -10.33, -0.96], [-10.10, -9.39, -3.89], [-9.78, -10.19, -3.49], [-9.32, -8.87, -4.23], [-13.13, -8.84, -3.81], [-14.06, -9.07, -4.00], [-12.63, -9.06, -4.60], [-13.62, -6.76, -1.67], [-13.52, -5.89, -2.20], [-14.54, -6.88, -1.54], [-9.05, -7.50, -1.24], [-8.38, -8.08, -1.54], [-8.76, -7.09, -0.43], [-10.91, -6.56, -3.60], [-10.49, -5.69, -3.41], [-11.01, -6.41, -4.53], [-13.45, -9.75, -0.65], [-14.12, -10.20, -1.15], [-13.91, -9.14, -0.04], [-11.37, -7.17, 0.59], [-10.82, -6.43, 0.89], [-11.98, -7.31, 1.31], [-11.89, -11.39, -2.74], [-11.43, -11.09, -1.93], [-12.79, -11.02, -2.60]], "lowdin_charge": [1.5914, -0.5563, -0.1110, 0.0343, 0.0944, -0.1377, 0.0912, 0.0681, -0.1576, 0.1165, 0.0435, -0.0885, 0.0472, 0.0560, -0.1382, 0.1003, 0.0529, -0.0850, 0.0496, 0.0709, -0.1097, 0.0666, 0.0640, -0.1021, -0.0580, -0.0028], "energy_ha": -925.46695, "total_charge": 1, "e_above_lowest_kj_mol": 22.2, "homo_lumo_gap_ev": 9.320, "e_lumo_ev": -3.267, "homo_energy_ev": -12.6}

***

{"formula": "FH2IP2", "method": "the ωB97M-V functional and the def2-TZVPD basis", "species": ["F", "P", "P", "I", "H", "H"], "xyz": [[-1.11, 1.78, -0.55], [-0.85, 0.66, 0.62], [1.26, 0.26, 0.23], [1.23, -1.59, 1.77], [-1.35, -0.40, -0.16], [0.83, -0.72, -1.91]], "lowdin_charge": [-0.4792, 0.3915, -0.0469, 0.2192, -0.1214, 0.0368], "energy_ha": -1081.38135, "e_above_lowest_kj_mol": 257.1, "homo_lumo_gap_ev": [7.649, 7.962], "e_lumo_ev": [-1.194, -1.623], "homo_energy_ev": [-8.8, -9.6]}

***

{"formula": "FH2NO", "method": "the ωB97M-V functional and the def2-TZVPD basis", "species": ["N", "O", "F", "H", "H"], "xyz": [[-0.84, -0.27, 0.00], [-1.99, -0.51, 0.10], [1.06, 1.39, -1.10], [0.26, 0.94, -0.63], [-0.27, -1.02, 0.35]], "lowdin_charge": [0.0237, 0.0393, -0.2132, 0.0701, 0.0802], "energy_ha": -230.95796, "smiles": "N=O.F", "e_above_lowest_kj_mol": 0.0, "homo_lumo_gap_ev": 9.474, "e_lumo_ev": -1.338, "homo_energy_ev": -10.8}

***

{"formula": "FH2NS", "method": "the ωB97M-V functional and the def2-TZVPD basis", "species": ["N", "F", "S", "H", "H"], "xyz": [[-0.24, 1.22, 0.17], [-1.33, 1.51, 0.98], [0.55, -1.08, 0.81], [0.57, 1.75, 0.59], [1.50, -1.14, -0.16]], "lowdin_charge": [-0.0343, -0.1639, 0.4122, 0.0443, -0.2584], "energy_ha": -553.82653, "e_above_lowest_kj_mol": 203.2, "homo_lumo_gap_ev": [7.597, 7.599], "e_lumo_ev": [-2.230, -2.229], "homo_energy_ev": [-9.8, -9.8]}

***

{"formula": "FH2O3PS", "method": "the ωB97M-V functional and the def2-TZVPD basis", "species": ["O", "O", "O", "F", "P", "S", "H", "H"], "xyz": [[-0.27, 0.52, -0.74], [-0.57, -0.03, 1.66], [-0.18, -2.26, 0.12], [1.15, -2.10, -0.13], [-1.17, -0.22, 0.26], [-3.01, -0.20, -0.27], [-0.32, 0.00, -1.55], [0.30, -0.58, 1.64]], "lowdin_charge": [-0.1741, -0.1697, -0.2623, -0.1996, 0.2059, 0.3689, 0.0894, 0.1414], "energy_ha": -1066.22577, "e_above_lowest_kj_mol": 308.5, "homo_lumo_gap_ev": 9.827, "e_lumo_ev": -0.383, "homo_energy_ev": -10.2}

***

{"formula": "FH3N2O2S", "method": "the ωB97M-V functional and the def2-TZVPD basis", "species": ["N", "N", "O", "O", "F", "S", "H", "H", "H"], "xyz": [[-0.11, -0.36, 0.51], [-0.53, 0.80, 0.25], [-0.53, -0.59, -2.46], [-1.74, 1.53, -2.95], [-2.84, -0.34, -1.62], [-1.33, 0.52, -1.99], [-0.70, -0.97, 1.06], [0.47, -0.78, -0.14], [0.04, 1.41, -0.29]], "lowdin_charge": [0.0533, 0.0401, -0.3925, -0.3666, -0.3594, 0.7464, 0.1440, 0.0847, 0.0499], "energy_ha": -759.73222, "e_above_lowest_kj_mol": 172.3, "homo_lumo_gap_ev": [8.110, 8.113], "e_lumo_ev": [-1.813, -1.811], "homo_energy_ev": [-9.9, -9.9]}